This record from OMol25 describes a 2-piece molecular cluster, CH3ClN2O2 overall in a non-equilibrium geometry. The level of theory is ωB97M-V/def2-TZVPD.

Geometry as ORCA input:
```
! wB97M-V def2-TZVPD RIJCOSX def2/J DEFGRID3
* xyz 0 1
C -0.407 -1.101 -0.357
N -0.701 1.674 -0.138
N 0.596 -0.754 0.379
O 1.734 -0.602 -0.150
O 0.357 -0.355 1.559
Cl 0.236 1.906 1.117
H -1.517 -1.153 -0.082
H -0.176 -1.264 -1.428
H -0.123 1.650 -0.901
*
```

Summary:
Molecular weight (g mol⁻¹): 110.50
HOMO (spin up / spin down) (eV): -9.35 / -9.35
HOMO-LUMO gap (spin up / spin down) (eV): 6.64 / 6.64
LUMO level (spin up / spin down) (eV): -2.71 / -2.71
Total energy (eV): -20674.87672